(1)
30
Properties=species:S:1:pos:R:3:lowdin_spin:R:1 method="wB97M-V/def2-TZVPD" max_force_ev_per_a=3.6 lumo_ev="3.21 / 3.14" homo_energy_ev="0.915 / -4.044" spin_multiplicity=2 orbital_gap_ev="2.29 / 7.18" energy_ev=-14774.77945 s_squared=0.76 total_charge=-1
C -1.29026 -1.01505 2.09343 0.0121
C -1.58579 1.05893 0.93202 0.0133
C -2.20987 -0.03050 1.51090 0.0021
C -2.34361 2.18927 0.52792 0.0150
C -3.58914 -0.06587 1.71283 0.0024
C -3.76301 2.11384 0.55044 0.0025
C -4.31355 0.90396 1.05157 0.0034
H -0.51929 1.05505 0.77667 0.0134
H -1.89610 3.13295 0.12834 0.0101
H -0.82273 -1.63754 1.22741 0.0022
H -1.82435 -1.65040 2.88496 0.0012
H -4.10552 -0.94123 2.17774 0.0010
H -4.37331 2.90825 0.15258 0.0006
H -5.31587 0.61771 0.94978 0.0007
H -0.38998 -0.53186 2.58924 0.0081
C 4.69293 -1.88821 -0.76969 0.0127
C 1.10585 0.25508 -1.55900 0.0550
C 1.03573 -1.14752 -1.52101 0.1809
C 2.29024 0.93583 -1.36343 0.1660
C 2.20791 -1.76935 -1.12750 0.1525
C 3.49644 0.24295 -1.23888 0.1861
C 3.46505 -1.11244 -1.03450 0.0487
H 0.25168 0.86019 -1.75277 0.0060
H 0.12779 -1.55587 -1.80146 0.0268
H 2.26208 2.05498 -1.40947 0.0257
H 2.01722 -2.83727 -0.89245 0.0152
H 4.55468 0.61455 -1.58624 0.0276
H 4.46371 -2.92505 -0.95268 0.0010
H 4.76160 -1.64400 0.28912 0.0041
H 5.61481 -1.54592 -1.37131 0.0038


(2)
30
Properties=species:S:1:pos:R:3:nbo_charge:R:1 method="wB97M-V/def2-TZVPD" max_force_ev_per_a=2.0 lumo_ev=0.93 homo_energy_ev=-8.681 orbital_gap_ev=9.62 energy_ev=-14777.24712 smiles=Cc1ccccc1.Cc1ccccc1 total_charge=0
C 1.82920 -1.61729 1.66263 -0.6334
C -0.55692 -0.99504 1.22488 -0.2151
C 0.52609 -1.84555 0.94882 0.0036
C -1.77778 -1.19638 0.60212 -0.1929
C -1.94850 -2.17326 -0.34229 -0.2267
C 0.33384 -2.81647 -0.05529 -0.2256
C -0.88078 -2.99481 -0.69172 -0.2111
H -0.53292 -0.16043 1.91352 0.2096
H -2.59686 -0.56474 0.91517 0.2086
H 1.70716 -1.86198 2.71655 0.2232
H 2.06369 -0.55358 1.61482 0.2137
H -2.90694 -2.27258 -0.83531 0.2112
H 1.24679 -3.38884 -0.19454 0.2062
H -0.90617 -3.64593 -1.55386 0.2142
H 2.65983 -2.14972 1.20245 0.2139
C 0.69680 3.15119 1.09937 -0.6320
C 1.16937 1.25861 -0.54312 -0.2207
C 0.28864 2.22318 -0.01966 -0.0106
C 0.83598 0.58120 -1.67941 -0.1930
C -0.96087 2.43017 -0.60594 -0.2191
C -0.40909 0.83765 -2.29726 -0.2207
C -1.34506 1.61931 -1.68164 -0.2035
H 2.04654 1.01287 0.04234 0.2040
H 1.51499 -0.07377 -2.20348 0.2137
H 0.91774 4.12480 0.66730 0.2208
H 1.61702 2.79707 1.56798 0.2124
H -1.53402 3.21791 -0.13645 0.2086
H -0.63172 0.20839 -3.14903 0.2112
H -2.36836 1.52760 -2.01320 0.2137
H -0.09768 3.32042 1.82423 0.2159


(3)
48
Properties=species:S:1:pos:R:3:lowdin_spin:R:1 method="wB97M-V/def2-TZVPD" max_force_ev_per_a=1.1 lumo_ev="-10.64 / -13.06" homo_energy_ev="-19.016 / -19.015" spin_multiplicity=2 orbital_gap_ev="8.38 / 5.96" energy_ev=-46039.99159 s_squared=0.76 total_charge=+3
Ta 0.36398 0.01178 -0.18533 -0.0001
C 3.90815 1.18418 2.03074 0.0004
C 3.05928 0.22741 1.51924 0.0002
N 1.91836 0.79975 1.07605 0.0004
N 2.04681 2.15087 1.28661 0.0030
C 3.23619 2.38160 1.85727 0.0030
B 0.87437 3.07062 0.89570 0.0063
N 0.59601 3.02949 -0.63972 0.0040
C 0.37958 4.01130 -1.52529 0.0023
C -0.10672 3.48048 -2.70787 0.0003
C -0.18058 2.12253 -2.48326 0.0001
N 0.25216 1.84129 -1.23343 0.0007
N -0.39533 2.51714 1.58867 -0.0005
C -1.30585 2.98472 2.46016 -0.0003
C -2.32957 2.07316 2.60177 0.0000
C -1.97745 1.02802 1.76716 0.0000
N -0.80201 1.27727 1.16904 -0.0001
N 1.26825 4.54879 1.23667 0.1206
C 0.80106 5.51514 1.96576 0.1646
C 1.66750 6.67278 1.80321 0.4509
C 2.66828 6.20732 0.89387 0.0403
N 2.47775 4.97792 0.54342 0.1825
H 4.88340 1.03812 2.46220 0.0000
H 3.20387 -0.83739 1.42821 0.0001
H 3.55731 3.37964 2.10084 0.0015
H 0.57524 5.04060 -1.27776 0.0010
H -0.37515 4.01314 -3.60413 0.0000
H -0.52553 1.33256 -3.13256 0.0001
H -1.20549 3.93761 2.94815 -0.0002
H -3.21279 2.16353 3.21047 0.0000
H -2.53502 0.13279 1.54184 0.0000
H -0.08332 5.45970 2.57919 0.0041
H 1.55664 7.63439 2.28291 0.0173
H 3.51738 6.75579 0.50791 -0.0024
N -0.36478 -1.58244 1.33995 0.0000
C -1.18570 -2.61810 0.63613 0.0000
C -1.80315 -2.05897 -0.62945 0.0000
O -2.59792 -2.47748 -1.36554 0.0000
O -1.14997 -0.77253 -0.89275 0.0000
H 0.45534 -2.04496 1.72805 0.0000
H -0.87413 -1.22425 2.14293 0.0000
H -1.96322 -3.02344 1.28321 0.0000
H -0.53898 -3.44710 0.34234 0.0000
F 2.79891 0.52180 -1.78122 0.0000
B 2.39711 -0.24994 -2.78940 0.0000
F 1.07992 -0.55005 -2.73024 0.0000
F 3.13396 -0.59373 -3.78021 0.0000
F 1.53426 -1.43455 -0.33430 0.0000


(4)
41
Properties=species:S:1:pos:R:3:nbo_charge:R:1 method="wB97M-V/def2-TZVPD" max_force_ev_per_a=1.1 lumo_ev=-6.47 homo_energy_ev=-13.980 orbital_gap_ev=7.51 energy_ev=-136583.36358 total_charge=+2
Bi 0.67630 0.24950 0.30870 1.7416
N 4.04380 1.04920 -0.84770 -0.7447
C 4.16660 0.44640 0.31310 0.3807
N 5.23890 -0.24450 0.63850 -0.7219
S 2.91900 0.54060 1.53480 -0.2044
H 4.79090 1.04350 -1.52990 0.4260
H 3.25560 1.66600 -1.02780 0.4612
H 6.06970 -0.24580 0.06270 0.4299
H 5.28160 -0.70060 1.53940 0.4427
N -0.60350 2.15980 3.05180 -0.7582
C -0.36000 0.89470 3.38010 0.4374
C -0.51910 0.47890 4.72790 -0.2627
C -0.27810 -0.81210 5.09540 -0.0829
C 0.08980 -1.73630 4.10140 -0.2647
C 0.22120 -1.29920 2.81920 0.0406
N 0.03620 -0.00160 2.44870 -0.6553
H -0.95200 2.78920 3.75780 0.4233
H -0.61190 2.47320 2.09000 0.4353
H -0.83480 1.21400 5.45040 0.2455
H -0.39380 -1.12460 6.12170 0.2561
H 0.25730 -2.77130 4.34440 0.2588
H 0.48260 -1.96960 2.01530 0.2037
Br -2.97710 6.80420 0.12160 0.1211
C -1.20470 6.19400 -0.18370 -0.0736
C -0.15410 7.09270 -0.34760 -0.1683
C 1.13410 6.62230 -0.55460 -0.1890
C 1.38940 5.26490 -0.61090 -0.1628
C 0.33480 4.36920 -0.42370 -0.1421
C -0.96630 4.83380 -0.21390 -0.2064
C 0.57180 2.94500 -0.31940 0.8187
O 1.57400 2.32060 -0.73560 -0.7439
O -0.29050 2.25040 0.34410 -0.7903
H -0.34550 8.15350 -0.30210 0.2525
H 1.94340 7.32440 -0.67360 0.2441
H 2.38890 4.89240 -0.76440 0.2294
H -1.77340 4.13040 -0.09500 0.2345
Cl -2.23620 -0.67460 0.26890 -0.0426
C -3.68090 0.29970 -0.05980 -0.3816
Cl -3.31140 2.01590 -0.02420 0.0092
H -4.40600 0.07140 0.72070 0.2511
H -4.04660 0.03310 -1.05090 0.2522


(5)
38
Properties=species:S:1:pos:R:3:nbo_charge:R:1 method="wB97M-V/def2-TZVPD" max_force_ev_per_a=1.5 lumo_ev=-7.20 homo_energy_ev=-15.124 orbital_gap_ev=7.92 energy_ev=-106572.19703 total_charge=+2
Pd 0.17666 -0.79629 0.74055 0.7865
C 4.17498 -0.86037 -0.80186 -0.6893
C 2.71223 -0.81605 -0.52392 0.3086
N 2.15572 -0.79994 0.63700 -0.2319
N 2.86634 -0.81770 1.81207 -0.4156
C 2.17079 -0.79379 2.96970 0.3215
N 2.84894 -0.77775 4.10428 -0.7202
S 0.46506 -0.78962 2.99286 0.0236
C 1.73302 -0.79143 -1.63478 0.1298
C 2.09802 -0.78976 -2.96332 -0.1839
C 1.10162 -0.77293 -3.93635 -0.1087
C -0.22098 -0.75957 -3.54421 -0.2035
C -0.52107 -0.75779 -2.18796 0.0968
N 0.42938 -0.77116 -1.25871 -0.4399
H 4.79821 -0.91432 0.08586 0.2313
H 4.47688 0.02193 -1.36833 0.2770
H 4.39482 -1.73973 -1.40972 0.2782
H 3.87608 -0.79980 1.78425 0.4193
H 3.85631 -0.80150 4.14902 0.4263
H 2.34814 -0.76859 4.98029 0.4467
H 3.14000 -0.80382 -3.24854 0.2509
H 1.36785 -0.77298 -4.98449 0.2598
H -1.02379 -0.75008 -4.26735 0.2622
H -1.54252 -0.74404 -1.83625 0.2299
C -3.76992 3.48005 0.69711 -0.6398
C -3.45562 2.01095 0.68730 -0.0259
C -4.44854 1.03786 0.68932 -0.1109
C -4.12353 -0.31327 0.69107 -0.2382
C -2.78441 -0.62375 0.69010 0.1118
Br -2.13313 -2.38545 0.71560 0.1486
N -1.80031 0.27785 0.67783 -0.5329
C -2.13770 1.57209 0.68251 0.0690
H -4.84381 3.64983 0.69052 0.2420
H -3.34202 3.97510 -0.17476 0.2419
H -3.35706 3.95764 1.58585 0.2451
H -5.49019 1.33348 0.69461 0.2497
H -4.88104 -1.08260 0.69996 0.2642
H -1.31542 2.27733 0.68287 0.2199


(6)
45
Properties=species:S:1:pos:R:3:lowdin_spin:R:1 method="wB97M-V/def2-TZVPD" max_force_ev_per_a=2.8 lumo_ev="2.12 / 2.11" homo_energy_ev="-2.901 / -3.435" spin_multiplicity=5 orbital_gap_ev="5.02 / 5.55" energy_ev=-318268.73030 s_squared=6.08 total_charge=-1
Cr -0.62584 0.70639 1.44386 2.9035
C 0.87826 -4.43101 1.08656 0.0002
N 0.05636 -3.36581 0.56486 0.0007
C -1.13274 -3.75221 -0.16634 0.0007
C 0.32366 -2.06871 0.73336 0.0042
O -0.38954 -1.19071 0.24146 0.0104
C 1.57086 -1.66071 1.52166 0.0030
O 1.69356 -0.25281 1.53166 0.0263
C 2.46176 0.36759 0.50236 0.0034
C 1.52126 1.05109 -0.47824 0.0109
O 0.34336 1.28159 -0.14984 0.0175
N 1.94766 1.30439 -1.75024 0.0074
C 1.00606 1.94749 -2.64484 0.0010
C 3.33606 1.56979 -2.04784 0.0006
H 1.75606 -4.58961 0.45376 0.0000
H 0.28766 -5.34451 1.10256 0.0000
H 1.20696 -4.21501 2.09976 0.0001
H -0.86024 -4.32321 -1.05804 0.0000
H -1.67264 -2.85531 -0.46834 0.0002
H -1.78814 -4.34721 0.47286 0.0002
H 2.48546 -2.12071 1.12836 -0.0001
H 1.45166 -1.94671 2.57646 0.0010
H 3.09126 -0.37581 -0.00184 0.0005
H 3.09856 1.11039 1.01936 0.0024
H 0.01156 1.53019 -2.48584 0.0002
H 1.31816 1.75789 -3.67174 0.0001
H 0.96226 3.02849 -2.47594 0.0003
H 3.98966 1.19929 -1.26474 0.0000
H 3.49806 2.64629 -2.15394 0.0003
H 3.59336 1.09079 -2.99424 0.0001
Se 0.08576 2.61569 2.61096 0.0091
Se 3.65826 1.52629 3.73386 0.2508
Te 1.29986 1.13649 4.17886 0.4289
Se -1.14834 -0.60931 3.25066 0.2983
Cl -3.30854 -0.98381 0.72276 0.0223
C -3.33624 0.62499 0.11786 0.0093
C -2.25654 1.45779 0.44366 -0.0315
C -2.31424 2.72539 -0.15264 0.0087
Cl -0.99194 3.81479 0.01506 0.0027
C -3.37984 3.15319 -0.93434 -0.0043
Cl -3.37934 4.71759 -1.65804 -0.0028
C -4.45494 2.30789 -1.17334 0.0148
Cl -5.79394 2.83149 -2.11474 0.0048
C -4.41274 1.01309 -0.66604 -0.0040
Cl -5.68744 -0.08321 -1.04124 -0.0022